C31H35AsBeP2S2 | the ωB97M-V functional and the def2-TZVPD basis

Cartesian coordinates (Å):
Be  0.118  0.123  -0.020
S  -0.620  1.255  -1.628
P  0.203  -0.493  -2.275
C  0.718  -1.475  -0.959
P  -0.575  -2.173  -0.054
S  -1.286  -0.787  1.269
C  0.157  -3.494  0.968
C  -0.523  -3.951  2.096
C  0.058  -4.900  2.920
C  1.318  -5.402  2.619
C  1.993  -4.957  1.492
C  1.415  -4.001  0.668
C  -1.963  -2.998  -0.884
C  -3.093  -2.285  -1.267
C  -4.088  -2.917  -1.998
C  -3.958  -4.254  -2.343
C  -2.826  -4.965  -1.968
C  -1.825  -4.339  -1.243
C  -0.844  -1.185  -3.592
C  -0.728  -2.536  -3.908
C  -1.505  -3.076  -4.920
C  -2.392  -2.269  -5.619
C  -2.509  -0.923  -5.303
C  -1.739  -0.378  -4.286
C  1.782  -0.051  -3.089
C  2.628  -1.106  -3.432
C  3.892  -0.854  -3.935
C  4.325  0.456  -4.098
C  3.482  1.507  -3.776
C  2.211  1.256  -3.272
H  -1.499  -3.542  2.325
H  -0.463  -5.240  3.807
H  1.772  -6.143  3.266
H  2.976  -5.348  1.260
H  1.939  -3.623  -0.202
H  -3.184  -1.241  -0.989
H  -4.967  -2.361  -2.300
H  -4.746  -4.748  -2.898
H  -2.721  -6.008  -2.241
H  -0.935  -4.881  -0.949
H  -0.044  -3.159  -3.345
H  -1.424  -4.129  -5.157
H  -2.996  -2.695  -6.410
H  -3.204  -0.294  -5.845
H  -1.833  0.663  -4.008
H  2.290  -2.124  -3.282
H  4.549  -1.676  -4.191
H  5.322  0.653  -4.472
H  3.818  2.528  -3.914
H  1.551  2.074  -3.014
C  4.282  1.757  0.129
C  3.366  2.098  1.303
As  1.826  0.875  1.420
C  0.989  1.481  3.092
C  1.851  1.658  4.339
C  2.669  -0.850  1.814
C  3.841  -0.910  2.791
H  5.182  2.373  0.152
H  3.774  1.926  -0.820
H  4.587  0.710  0.160
H  2.966  3.108  1.204
H  3.904  2.046  2.249
H  0.181  0.772  3.275
H  0.518  2.435  2.840
H  2.311  0.723  4.653
H  1.225  2.011  5.160
H  2.638  2.395  4.179
H  2.961  -1.237  0.837
H  1.847  -1.482  2.154
H  4.625  -0.201  2.518
H  4.274  -1.912  2.776
H  3.521  -0.703  3.810

The gap between HOMO and LUMO is 0.30704 hartree. The calculation puts the highest occupied orbital energy at -7.7 eV. The calculation puts the energy above the lowest of the compared OMol25 structures with the same formula, charge and spin at 0.373 eV. Its net charge is 0.

***

C31H35AuClO2P2S2Se | the ωB97M-V functional and the def2-TZVPD basis

Cartesian coordinates (Å):
Au  -0.103  -1.224  1.327
Cl  -0.336  -0.292  3.933
C  1.326  -0.557  4.390
C  1.646  -0.658  5.717
C  2.966  -0.902  6.097
C  3.951  -1.032  5.111
C  3.639  -0.919  3.785
C  2.297  -0.709  3.362
P  1.917  -0.183  1.703
C  3.409  -0.567  0.772
C  3.693  -1.907  0.481
C  4.835  -2.233  -0.224
C  5.695  -1.236  -0.660
C  5.391  0.099  -0.410
C  4.247  0.436  0.279
C  1.687  1.593  1.413
C  2.072  2.504  2.406
C  1.771  3.841  2.258
C  1.042  4.283  1.160
C  0.616  3.375  0.195
C  0.923  2.042  0.329
H  0.871  -0.566  6.464
H  3.220  -0.996  7.141
H  4.972  -1.233  5.400
H  4.402  -1.021  3.028
H  3.026  -2.675  0.849
H  5.056  -3.270  -0.433
H  6.597  -1.492  -1.196
H  6.057  0.878  -0.752
H  4.013  1.471  0.478
H  2.625  2.147  3.266
H  2.099  4.548  3.008
H  0.792  5.328  1.059
H  0.039  3.709  -0.655
H  0.607  1.328  -0.426
C  -5.157  1.182  3.930
C  -5.075  0.637  2.520
O  -4.093  -0.406  2.461
P  -3.175  -0.473  1.156
S  -2.289  -2.279  1.312
S  -2.190  1.251  0.913
O  -4.208  -0.455  -0.071
C  -5.052  -1.564  -0.388
C  -4.643  -2.131  -1.733
H  -5.988  1.880  3.987
H  -4.234  1.693  4.189
H  -5.317  0.371  4.635
H  -4.804  1.431  1.815
H  -6.030  0.200  2.212
H  -6.074  -1.172  -0.418
H  -4.976  -2.322  0.398
H  -4.644  -1.338  -2.478
H  -5.336  -2.911  -2.032
H  -3.637  -2.542  -1.669
C  -0.169  -0.265  -7.269
C  -0.281  -0.232  -5.775
C  0.446  -1.104  -4.970
C  0.276  -1.136  -3.597
C  1.054  -2.071  -2.725
C  -0.668  -0.269  -3.020
Se  -1.179  -0.539  -1.196
C  -1.350  0.679  -3.797
C  -2.291  1.664  -3.178
C  -1.144  0.676  -5.167
H  0.557  -1.004  -7.594
H  0.123  0.708  -7.660
H  -1.132  -0.517  -7.711
H  1.157  -1.781  -5.425
H  1.733  -2.686  -3.310
H  0.375  -2.722  -2.169
H  1.626  -1.497  -1.993
H  -2.158  1.684  -2.096
H  -3.326  1.393  -3.391
H  -2.108  2.663  -3.571
H  -1.682  1.389  -5.776

The gap between HOMO and LUMO (spin up / spin down) is 0.25821 / 0.21772 hartree. The calculation puts the highest occupied orbital energy (spin up / spin down) at -7.0 / -6.8 eV. The expectation value of S² is 0.75. The spin multiplicity is 2. The calculation puts the energy above the lowest of the compared OMol25 structures with the same formula, charge and spin at 1.084 eV. Its net charge is 0.

***

C31H35BBr45F2IO5 | the ωB97M-V functional and the def2-TZVPD basis

Cartesian coordinates (Å):
C  -3.932  1.247  -2.205
C  -3.542  2.611  -1.355
O  -3.257  2.196  0.036
B  -2.154  3.013  0.577
O  -2.424  4.474  0.758
C  -0.672  2.465  1.032
C  -0.514  1.123  1.656
C  -1.709  0.060  2.014
C  -1.736  -1.242  0.964
O  -1.270  -2.437  1.421
F  -2.277  -1.194  -0.414
C  1.033  0.648  2.030
O  1.242  -0.687  2.063
C  2.267  1.709  2.298
C  3.637  1.359  3.134
I  3.361  -0.073  4.780
C  4.762  0.848  2.009
C  5.726  -0.369  2.590
C  2.091  3.080  1.669
C  3.232  4.254  1.784
C  2.987  5.345  2.983
C  4.146  5.249  4.180
F  3.707  4.315  5.280
C  0.696  3.401  0.805
O  0.733  4.461  -0.034
H  -4.567  1.498  -3.159
H  -2.964  0.606  -2.429
H  -4.582  0.585  -1.453
H  -2.650  3.226  -1.831
H  -4.513  3.301  -1.379
H  -2.575  4.923  -0.126
H  -2.770  0.531  2.163
H  -1.418  -0.422  3.067
H  4.117  2.341  3.613
H  5.406  1.789  1.716
H  4.144  0.448  1.087
H  5.157  -1.414  2.653
H  6.592  -0.549  1.790
H  6.273  -0.100  3.594
H  4.335  3.840  1.921
H  3.193  4.853  0.753
H  3.151  6.423  2.497
H  1.921  5.323  3.465
H  4.319  6.356  4.590
H  5.156  4.792  3.740
C  -1.919  6.389  -2.900
Br  -3.828  6.481  -2.536
Br  -1.302  4.552  -3.070
Br  -1.423  7.465  -4.443
H  -1.407  6.819  -2.032
C  1.064  -1.971  -2.080
Br  2.729  -2.925  -1.764
Br  1.331  -0.045  -2.132
Br  0.149  -2.619  -3.669
H  0.409  -2.180  -1.227
C  4.609  7.294  8.080
Br  5.639  5.649  8.222
Br  5.341  8.492  6.734
Br  2.719  6.941  7.785
H  4.692  7.807  9.044
C  -5.399  6.865  1.722
Br  -6.121  6.968  3.525
Br  -6.655  6.041  0.486
Br  -4.790  8.600  1.085
H  -4.520  6.214  1.766
C  -7.522  0.338  -5.301
Br  -6.065  -0.932  -5.081
Br  -7.701  1.508  -3.757
Br  -7.361  1.344  -6.958
H  -8.447  -0.245  -5.369
C  -5.331  0.659  -10.293
Br  -3.665  -0.295  -9.978
Br  -5.063  2.585  -10.346
Br  -6.246  0.012  -11.883
H  -5.985  0.451  -9.441
C  -2.311  5.482  4.281
Br  -3.304  3.830  4.540
Br  -3.149  6.981  5.194
Br  -0.440  5.287  4.775
H  -2.337  5.706  3.209
C  -9.069  -3.692  -4.757
Br  -7.612  -4.963  -4.538
Br  -9.247  -2.522  -3.214
Br  -8.908  -2.686  -6.414
H  -9.993  -4.275  -4.826
C  -1.110  -3.006  -8.568
Br  0.327  -3.728  -9.663
Br  -2.777  -3.974  -8.832
Br  -0.614  -2.917  -6.690
H  -1.281  -1.977  -8.903
C  6.145  -3.514  6.312
Br  5.796  -2.251  7.750
Br  4.576  -4.586  5.894
Br  6.861  -2.632  4.732
H  6.916  -4.202  6.671
C  5.832  -2.431  -4.382
Br  7.497  -3.385  -4.066
Br  6.100  -0.504  -4.435
Br  4.917  -3.078  -5.972
H  5.177  -2.639  -3.529
C  1.580  -6.908  8.049
Br  0.036  -7.729  8.900
Br  1.285  -6.605  6.151
Br  2.132  -5.282  8.964
H  2.408  -7.619  8.134
C  -2.053  -7.085  -5.911
Br  -3.046  -8.738  -5.651
Br  -2.890  -5.586  -4.997
Br  -0.181  -7.281  -5.416
H  -2.078  -6.862  -6.982
C  -1.060  -10.112  -2.553
Br  -2.054  -11.764  -2.294
Br  -1.898  -8.613  -1.640
Br  0.811  -10.307  -2.059
H  -1.086  -9.889  -3.625
C  7.558  -7.285  5.107
Br  8.352  -9.055  4.954
Br  7.121  -6.844  6.950
Br  8.670  -5.920  4.280
H  6.615  -7.309  4.552

The gap between HOMO and LUMO is 0.26201 hartree. The calculation puts the highest occupied orbital energy at -9.3 eV. Its net charge is 0.

***

C31H35Cl2N9OTi | the ωB97M-V functional and the def2-TZVPD basis

Cartesian coordinates (Å):
Ti  0.075  0.154  -0.044
C  0.555  -3.076  0.166
N  0.372  -1.933  1.074
C  1.538  -1.682  1.936
C  2.607  -1.045  1.106
N  2.371  -0.508  -0.065
C  3.613  -0.043  -0.508
C  3.982  0.541  -1.721
C  5.308  0.888  -1.887
C  6.259  0.649  -0.883
C  5.917  0.040  0.307
C  4.579  -0.301  0.465
N  3.899  -0.957  1.484
C  0.188  -2.723  -1.241
N  -0.058  -1.507  -1.666
C  -0.225  -1.630  -3.051
C  -0.436  -0.667  -4.038
C  -0.550  -1.093  -5.346
C  -0.450  -2.450  -5.685
C  -0.216  -3.414  -4.727
C  -0.101  -2.971  -3.415
N  0.159  -3.643  -2.230
H  1.605  -3.379  0.167
H  -0.022  -3.943  0.500
H  -0.429  -2.104  1.669
H  1.235  -0.993  2.728
H  1.916  -2.594  2.410
H  3.271  0.678  -2.525
H  5.628  1.337  -2.817
H  7.288  0.932  -1.056
H  6.656  -0.166  1.069
H  4.295  -1.309  2.340
H  -0.475  0.389  -3.807
H  -0.710  -0.366  -6.130
H  -0.545  -2.744  -6.721
H  -0.121  -4.459  -4.989
H  0.321  -4.631  -2.126
Cl  1.857  3.337  3.571
C  0.360  2.465  3.619
C  -0.520  2.669  4.697
C  -1.731  2.031  4.750
Cl  -2.789  2.297  6.091
C  -2.120  1.152  3.706
C  -3.350  0.452  3.663
C  -3.628  -0.350  2.590
C  -2.698  -0.444  1.542
N  -1.539  0.194  1.542
C  -1.226  0.961  2.630
C  0.064  1.594  2.570
O  0.819  1.375  1.547
H  -0.223  3.338  5.494
H  -4.050  0.557  4.481
H  -4.553  -0.906  2.532
H  -2.914  -1.061  0.675
N  -1.664  4.122  1.662
C  -1.299  3.388  0.390
C  -2.482  3.265  -0.547
C  -2.064  2.414  -1.751
N  -1.799  1.010  -1.327
C  -0.849  3.039  -2.433
C  0.339  3.291  -1.507
N  0.998  2.015  -1.160
C  -0.089  4.042  -0.244
H  -2.515  3.736  2.080
H  -1.809  5.123  1.509
H  -0.915  3.994  2.360
H  -1.032  2.397  0.731
H  -2.807  4.244  -0.909
H  -3.335  2.803  -0.038
H  -2.894  2.423  -2.463
H  -1.715  0.446  -2.169
H  -2.642  0.662  -0.876
H  -1.163  3.994  -2.861
H  -0.529  2.428  -3.279
H  1.049  3.934  -2.033
H  1.756  2.185  -0.500
H  1.444  1.650  -1.997
H  -0.327  5.073  -0.526
H  0.740  4.071  0.469

The gap between HOMO and LUMO (spin up / spin down) is 0.21655 / 0.27310 hartree. The calculation puts the highest occupied orbital energy (spin up / spin down) at -11.0 / -12.7 eV. The expectation value of S² is 2.01. The spin multiplicity is 3. The calculation puts the energy above the lowest of the compared OMol25 structures with the same formula, charge and spin at 0.000 eV. Its net charge is +2.

***

C31H35ClN2PbSi2 | the ωB97M-V functional and the def2-TZVPD basis

Cartesian coordinates (Å):
C  -2.524  -0.816  4.316
C  -3.489  -0.448  3.350
C  -3.105  -1.037  2.092
H  -4.407  0.109  3.542
C  -1.887  -1.758  2.319
C  -1.545  -1.632  3.681
H  -0.744  -2.182  4.188
H  -2.570  -0.617  5.387
H  -3.673  -1.016  1.161
H  -1.395  -2.406  1.595
Pb  -1.591  1.050  1.552
Si  -0.730  0.953  -1.379
C  -0.598  2.365  -2.645
C  0.545  2.397  -3.456
H  1.326  1.633  -3.362
C  0.727  3.412  -4.414
H  1.627  3.415  -5.030
C  -0.238  4.407  -4.584
H  -0.085  5.212  -5.314
C  -1.395  4.364  -3.798
H  -2.152  5.139  -3.937
C  -1.591  3.338  -2.857
H  -2.519  3.298  -2.274
C  -0.762  -0.468  -2.634
C  -1.957  -0.775  -3.308
H  -2.896  -0.323  -2.984
C  -1.935  -1.634  -4.421
H  -2.860  -1.868  -4.946
C  -0.722  -2.182  -4.861
H  -0.701  -2.860  -5.722
C  0.468  -1.880  -4.191
H  1.420  -2.294  -4.523
C  0.442  -1.024  -3.080
H  1.379  -0.790  -2.564
H  -2.063  1.030  -0.721
Si  2.718  -1.582  -0.159
C  1.455  -2.849  0.423
C  0.299  -3.203  -0.302
H  0.003  -2.635  -1.196
C  -0.474  -4.300  0.092
H  -1.375  -4.562  -0.472
C  -0.103  -5.076  1.198
H  -0.678  -5.958  1.460
C  1.025  -4.720  1.944
H  1.348  -5.296  2.810
C  1.771  -3.597  1.571
H  2.637  -3.332  2.179
C  2.077  0.159  -0.461
C  0.686  0.621  -0.152
H  0.188  -0.158  0.492
C  0.537  2.072  0.090
H  -0.422  2.622  0.312
C  1.641  2.930  -0.002
H  1.483  3.991  0.223
C  2.869  2.478  -0.444
H  3.702  3.163  -0.591
C  3.062  1.110  -0.691
H  4.063  0.768  -0.983
H  3.403  -2.045  -1.292
Cl  4.108  -1.406  1.385
N  0.767  0.397  2.658
C  1.037  0.673  4.103
C  0.624  2.107  4.373
N  -0.788  2.330  3.905
H  1.014  -0.567  2.425
H  1.398  0.989  2.116
H  0.453  -0.048  4.682
H  2.117  0.545  4.341
H  0.724  2.328  5.451
H  1.271  2.795  3.815
H  -1.434  1.825  4.516
H  -1.006  3.319  4.005

The gap between HOMO and LUMO is 0.16792 hartree. The calculation puts the highest occupied orbital energy at -5.2 eV. The calculation puts the energy above the lowest of the compared OMol25 structures with the same formula, charge and spin at 2.506 eV. Its net charge is 0.

***

C31H35ClN2PbSi2 | the ωB97M-V functional and the def2-TZVPD basis

Cartesian coordinates (Å):
C  -2.635  -1.264  5.282
C  -3.556  -1.089  4.213
C  -2.945  -1.606  3.016
H  -4.572  -0.673  4.275
C  -1.604  -2.065  3.373
C  -1.459  -1.868  4.788
H  -0.626  -2.232  5.395
H  -2.832  -1.013  6.332
H  -3.424  -1.716  2.042
H  -0.940  -2.608  2.699
Pb  -1.603  0.410  2.927
Si  2.736  0.593  0.019
C  1.597  2.231  -0.235
C  1.913  3.208  -1.185
H  2.877  3.208  -1.707
C  0.949  4.170  -1.517
H  1.201  4.870  -2.313
C  -0.310  4.211  -0.917
H  -1.071  4.899  -1.278
C  -0.582  3.289  0.094
H  -1.533  3.311  0.609
C  0.389  2.335  0.447
H  0.168  1.621  1.262
C  1.368  -0.782  -0.134
C  0.018  -0.483  -0.563
H  -0.298  0.551  -0.739
C  -1.045  -1.504  -0.373
H  -1.929  -1.250  0.204
C  -0.589  -2.899  -0.260
H  -1.342  -3.664  -0.483
C  0.739  -3.160  -0.015
H  1.094  -4.197  0.004
C  1.678  -2.113  0.112
H  2.684  -2.426  0.385
H  3.015  1.059  1.409
Si  -1.255  -1.045  -2.188
C  -0.517  -2.191  -3.593
C  -1.068  -2.427  -4.888
H  -2.004  -1.933  -5.206
C  -0.366  -3.212  -5.806
H  -0.727  -3.308  -6.837
C  0.825  -3.879  -5.460
H  1.341  -4.558  -6.155
C  1.310  -3.715  -4.163
H  2.186  -4.242  -3.816
C  0.684  -2.836  -3.274
H  1.172  -2.645  -2.307
C  -1.163  0.649  -2.957
C  -2.217  1.548  -3.198
H  -3.234  1.273  -2.904
C  -1.970  2.769  -3.844
H  -2.799  3.464  -4.028
C  -0.688  3.104  -4.282
H  -0.502  4.053  -4.792
C  0.369  2.221  -4.043
H  1.390  2.457  -4.366
C  0.133  1.001  -3.397
H  0.968  0.306  -3.279
H  3.477  1.233  -0.997
Cl  4.460  -0.746  -0.233
N  -0.101  1.993  5.439
C  1.331  1.627  5.350
C  1.503  0.191  4.925
N  0.880  -0.054  3.582
H  -0.172  2.997  5.526
H  -0.472  1.606  6.320
H  1.839  2.302  4.649
H  1.820  1.769  6.320
H  2.571  -0.072  4.878
H  1.062  -0.483  5.666
H  1.415  0.459  2.885
H  0.987  -1.031  3.310

The gap between HOMO and LUMO (spin up / spin down) is 0.22087 / 0.18430 hartree. The calculation puts the highest occupied orbital energy (spin up / spin down) at -14.0 / -13.6 eV. The calculation puts the energy above the lowest of the compared OMol25 structures with the same formula, charge and spin at 1.477 eV. Its net charge is +2.

***

Number 1: electronic energy -4931.98157 Ha. Number 2: electronic energy -5829.24562 Ha. Number 3: electronic energy -117930.81252 Ha. Number 4: electronic energy -3539.95773 Ha. Number 5: electronic energy -2543.68929 Ha. Number 6: electronic energy -2543.07723 Ha.